{
  "formula": "C43H33N3O4PRuSi",
  "method": "ωB97M-V/def2-TZVPD",
  "symbols": ["Ru", "O", "C", "N", "C", "O", "C", "C", "C", "C", "C", "N", "C", "C", "C", "C", "C", "N", "H", "H", "H", "H", "H", "H", "H", "H", "O", "C", "O", "C", "C", "C", "C", "C", "C", "P", "C", "C", "C", "C", "C", "C", "C", "C", "C", "C", "C", "C", "H", "H", "H", "H", "H", "H", "H", "H", "H", "H", "H", "H", "H", "H", "C", "C", "C", "C", "C", "C", "Si", "C", "C", "C", "C", "C", "C", "H", "H", "H", "H", "H", "H", "H", "H", "H", "H", "H"],
  "coordinates": [[0.940237, 0.714743, 0.310050], [4.342246, 0.912947, 2.515788], [3.409814, 0.660223, 1.796818], [2.165132, 1.273297, 1.757066], [1.814286, 2.382251, 2.520303], [2.388836, 2.835595, 3.475469], [0.531054, 3.020376, 1.996722], [0.097179, 4.212354, 2.525654], [-1.058289, 4.785943, 2.012653], [-1.732883, 4.132541, 1.000945], [-1.235226, 2.930990, 0.525884], [-0.119950, 2.384516, 1.009671], [3.492545, -0.467998, 0.766640], [4.655570, -1.245912, 0.731606], [4.719356, -2.355141, -0.144650], [3.653127, -2.624592, -0.928514], [2.434458, -1.754016, -0.956379], [2.445652, -0.655122, -0.000324], [0.677227, 4.661629, 3.319425], [-1.423285, 5.728335, 2.398883], [-2.633816, 4.541446, 0.566192], [-1.740801, 2.378501, -0.254189], [5.454265, -0.983201, 1.409223], [5.602675, -2.978454, -0.173571], [3.644943, -3.466527, -1.609253], [1.557435, -2.367676, -0.705809], [1.102677, 4.079904, -1.680055], [0.999287, 2.881360, -1.862795], [1.666299, 1.967677, -1.224865], [0.079366, 2.377177, -2.954805], [-0.038911, 3.170094, -4.090157], [-0.810310, 2.766119, -5.167918], [-1.504166, 1.562931, -5.108305], [-1.426684, 0.779490, -3.972074], [-0.634168, 1.166611, -2.879837], [-0.508369, 0.103646, -1.444453], [-2.063336, -0.820572, -1.330881], [-3.269408, -0.225594, -1.496718], [-4.491605, -0.938903, -1.346065], [-4.462347, -2.298876, -0.973652], [-3.284331, -2.948586, -0.785183], [-1.963511, -2.279956, -0.976451], [2.222336, -1.231981, -2.372690], [2.897498, -0.101459, -2.808345], [2.742922, 0.335934, -4.116160], [1.935101, -0.368783, -4.997977], [1.273502, -1.512391, -4.567980], [1.416079, -1.940691, -3.255974], [0.490040, 4.113644, -4.102627], [-0.874479, 3.387807, -6.051814], [-2.105609, 1.236316, -5.946909], [-1.978742, -0.150416, -3.925028], [-3.314230, 0.826692, -1.759180], [-5.433150, -0.436781, -1.516014], [-5.396185, -2.830635, -0.839279], [-3.278338, -3.992993, -0.498734], [-1.383624, -2.808622, -1.754032], [3.512900, 0.460594, -2.118531], [3.250903, 1.233784, -4.443672], [1.818714, -0.025819, -6.017968], [0.639151, -2.064142, -5.249897], [0.894218, -2.828452, -2.913046], [1.487381, -4.257671, 4.273841], [2.286749, -3.154501, 4.016172], [1.776819, -2.078395, 3.299265], [0.462649, -2.076939, 2.815715], [-0.326411, -3.198965, 3.099202], [0.174850, -4.273198, 3.819103], [-0.289035, -0.704824, 1.785316], [-1.714744, 0.074948, 2.728634], [-1.513335, 1.004053, 3.757847], [-2.580966, 1.608503, 4.407256], [-3.883702, 1.289802, 4.044512], [-4.109304, 0.366069, 3.034818], [-3.034928, -0.228201, 2.381836], [1.879884, -5.097539, 4.832809], [3.304518, -3.121832, 4.384983], [2.413066, -1.217283, 3.147713], [-1.354647, -3.229394, 2.750592], [-0.459286, -5.126741, 4.024911], [-1.347617, -2.392341, -0.071225], [-0.504661, 1.253478, 4.074066], [-2.396597, 2.322178, 5.200859], [-4.719089, 1.758502, 4.549374], [-5.122413, 0.110877, 2.748862], [-3.230458, -0.931763, 1.577307]],
  "atomic_forces_ev_per_a": [[0.085, 0.633, 0.017], [0.017, 0.023, -0.010], [-0.196, 0.000, -0.038], [0.260, 0.034, 0.140], [-0.175, -0.043, -0.158], [0.039, 0.002, -0.016], [0.385, -0.270, 0.043], [-0.161, 0.178, 0.035], [0.131, 0.013, 0.136], [-0.056, -0.083, -0.103], [-0.016, -0.037, 0.134], [-0.016, 0.018, -0.094], [-0.009, 0.199, 0.165], [0.081, -0.163, -0.028], [-0.088, 0.162, 0.094], [-0.023, 0.018, -0.056], [-0.034, -0.020, -0.052], [0.028, -0.034, 0.111], [-0.010, 0.007, -0.008], [0.009, -0.005, -0.001], [-0.002, -0.011, 0.011], [0.012, 0.010, -0.031], [0.011, 0.010, -0.018], [-0.007, -0.007, 0.011], [0.017, -0.003, 0.016], [-0.053, 0.005, 0.011], [0.021, 0.103, -0.037], [0.071, -0.132, 0.218], [-0.124, -0.008, -0.090], [-0.038, -0.047, -0.052], [-0.040, 0.001, -0.017], [0.015, 0.002, 0.014], [0.028, -0.016, 0.042], [0.006, 0.022, -0.006], [0.003, -0.062, -0.050], [-0.115, -0.176, 0.171], [0.191, -0.104, 0.058], [-0.312, 0.060, 0.074], [0.159, 0.042, -0.003], [0.020, 0.052, -0.019], [0.039, 0.032, -0.013], [-0.052, -0.038, -0.197], [0.198, -0.138, -0.047], [-0.001, -0.008, -0.031], [-0.025, -0.048, -0.012], [-0.003, -0.013, 0.034], [0.005, 0.011, 0.018], [-0.009, 0.006, -0.104], [0.013, -0.004, -0.005], [0.001, 0.002, 0.007], [-0.012, 0.002, 0.004], [0.006, 0.008, 0.000], [-0.019, -0.021, -0.010], [0.006, 0.014, 0.008], [0.004, -0.004, 0.011], [0.000, -0.003, -0.006], [-0.019, 0.001, -0.002], [0.004, -0.007, -0.026], [0.002, 0.002, -0.001], [-0.020, 0.007, 0.006], [0.002, 0.001, -0.007], [0.002, 0.005, -0.004], [-0.011, 0.000, -0.007], [-0.040, 0.037, -0.035], [-0.018, -0.076, -0.003], [0.306, 0.095, 0.240], [-0.019, -0.026, 0.019], [-0.019, 0.012, -0.019], [-0.419, -0.419, -0.554], [-0.076, 0.177, 0.174], [-0.009, -0.046, 0.059], [0.021, -0.034, -0.046], [0.007, -0.008, -0.016], [0.037, 0.006, -0.016], [-0.012, 0.060, -0.061], [-0.001, 0.001, 0.001], [0.001, 0.007, -0.009], [0.012, 0.044, -0.007], [0.002, -0.004, 0.006], [-0.003, 0.004, 0.000], [0.005, -0.002, 0.025], [-0.007, -0.011, -0.012], [0.004, 0.003, -0.003], [0.002, -0.004, 0.006], [0.001, -0.005, -0.004], [0.002, 0.006, 0.028]],
  "mulliken_spin": [1.035, 0.032, -0.048, 0.006, -0.050, 0.029, 0.053, -0.003, 0.002, 0.006, 0.034, -0.020, 0.070, 0.350, -0.051, 0.269, -0.096, 0.273, 0.000, 0.000, 0.000, -0.020, -0.003, 0.004, 0.001, 0.166, 0.019, 0.028, 0.108, 0.106, -0.056, 0.080, -0.039, 0.029, 0.086, 0.447, 0.338, 0.003, 0.437, -0.092, 0.371, -0.042, 0.028, 0.049, -0.008, 0.015, -0.014, 0.006, 0.001, 0.005, -0.001, -0.001, 0.003, 0.025, 0.002, 0.007, 0.096, -0.003, -0.001, 0.003, 0.002, -0.003, 0.033, -0.021, 0.043, 0.012, 0.061, 0.011, 0.388, 0.010, 0.073, 0.012, 0.000, 0.037, 0.126, 0.003, -0.001, 0.021, 0.002, -0.001, 0.133, -0.002, -0.001, 0.000, 0.003, -0.014],
  "e_above_lowest_kcal_mol": 0.00,
  "homo_lumo_gap_ha": [0.209, 0.247],
  "multiplicity": 6,
  "mol_weight_g_mol": 815.884,
  "max_force_ev_per_a": 0.81,
  "lumo_energy_ev": [-0.29, -1.67],
  "homo_energy_ev": [-5.98, -8.39],
  "s_squared": 8.845
}